The following is a quantum chemistry calculation of C21H42I2NO10S2 as an isolated structure, from the OMol25 dataset.

Calculated values
Kohn-Sham gap in eV: 7.34
Net charge: -1

Atoms and positions in Å:
I 1.28 1.65 2.25
I 1.09 0.98 -1.27
S 3.28 -1.24 -0.51
S 4.79 1.15 -0.44
O 3.38 -2.50 0.18
O 4.06 5.95 -2.67
O -1.51 -1.49 -0.52
O -8.41 -4.77 1.21
O 8.31 3.00 -5.73
O 4.07 2.22 0.21
O -4.97 -3.71 -2.92
O 4.96 1.27 -1.87
O 2.76 1.77 5.57
O 3.21 -1.27 -1.94
N 4.38 -0.28 0.07
C -10.73 -4.40 0.82
C 1.65 -0.60 0.03
C -9.48 -4.41 1.66
C -1.74 -1.70 -1.69
C 2.35 -1.10 2.50
C 6.66 1.79 -4.50
C -6.38 -4.84 -1.36
C -2.31 -0.62 -2.59
C 2.73 4.96 -0.96
C -9.62 -3.96 3.09
C 7.72 3.94 -3.62
C 1.65 2.06 7.66
C 2.44 4.04 6.22
C -5.44 -3.74 -1.80
C -1.47 -3.03 -2.34
C 1.41 -0.38 1.54
C 3.35 3.70 -3.07
C 3.44 4.98 -2.29
C 2.33 2.54 6.40
C 7.63 2.91 -4.73
C -5.13 -2.67 -0.78
H -10.01 -2.94 3.12
H 1.45 4.49 6.22
H -7.33 -4.41 -1.05
H -10.50 -4.75 -0.19
H -5.97 -5.34 -0.48
H -11.14 -3.39 0.78
H -3.25 -0.96 -3.02
H 3.00 4.48 7.05
H -6.53 -5.55 -2.16
H 1.62 0.97 7.67
H 7.99 3.45 -2.69
H -2.45 0.29 -2.02
H -2.39 -3.44 -2.75
H 5.66 2.19 -4.33
H 3.92 3.76 -4.00
H 0.63 2.45 7.70
H 0.98 -1.40 -0.27
H 6.74 4.39 -3.46
H -10.35 -4.59 3.61
H 6.02 1.15 0.11
H 2.31 3.46 -3.29
H 2.85 5.91 -0.45
H 3.37 -0.73 2.41
H -6.06 -2.19 -0.47
H 8.45 4.70 -3.88
H -8.66 -4.01 3.60
H 3.12 4.13 -0.35
H 6.65 1.11 -5.35
H -11.49 -5.04 1.27
H 2.35 -2.17 2.28
H -1.62 -0.44 -3.42
H 0.39 -0.73 1.72
H 3.74 2.88 -2.45
H -4.68 -3.12 0.10
H -1.04 -3.71 -1.61
H 1.66 4.75 -1.11
H 2.01 -0.94 3.52
H 2.94 4.25 5.28
H -4.46 -1.93 -1.21
H 6.90 1.25 -3.59
H 2.17 2.43 8.54
H -0.77 -2.90 -3.17

---

The following is a quantum chemistry calculation of an isolated molecule of C18H12O2S, from the OMol25 dataset.

Calculated values
Kohn-Sham gap in eV: 8.84
Relative energy (zero: lowest compared OMol25 entry of this formula, charge and spin) in eV: 2.059
Net charge: 0

Atoms and positions in Å:
S -1.11 -2.05 -2.60
O -0.41 2.46 -2.02
O 1.82 0.22 -2.50
C -1.43 3.07 2.83
C -0.34 -0.58 -2.03
C -1.91 1.52 1.02
C 3.26 -1.87 -0.75
C 3.71 -2.82 0.19
C 1.83 -1.47 -0.84
C -0.75 1.64 -1.13
C -0.88 2.04 0.28
C 1.13 -0.51 -1.80
C -0.06 2.92 0.89
C -1.25 0.40 -1.67
C 2.78 -3.44 1.14
C 1.02 -2.05 0.16
C -2.70 -1.16 -2.64
C -2.32 2.19 2.19
C -2.62 0.08 -1.97
C 1.43 -3.07 0.97
C -0.26 3.45 2.23
H -1.75 3.51 3.84
H -2.61 0.77 0.69
H 0.79 3.32 0.27
H 3.94 -1.44 -1.42
H -3.54 0.57 -1.77
H 4.78 -2.95 0.15
H -0.03 -1.71 0.23
H 0.43 4.19 2.50
H 0.77 -3.49 1.72
H 3.19 -3.97 2.03
H -3.65 -1.69 -2.84
H -3.25 1.93 2.66

---

The following is a quantum chemistry calculation of an isolated molecule of C11H21NO4, from the OMol25 dataset.

Calculated values
Kohn-Sham gap in eV: 9.05
Net charge: 0

Atoms and positions in Å:
O 0.32 2.65 -1.76
O 1.50 1.22 2.39
O 1.19 -2.76 -0.32
O 0.01 2.92 2.50
N -0.35 1.09 -0.15
C -1.76 1.28 0.31
C -1.16 -2.15 0.01
C 0.74 2.10 1.94
C 0.65 2.06 0.40
C 0.01 -2.37 -0.97
C -2.24 -1.16 -0.50
C 1.88 -1.69 0.31
C 3.32 -2.07 0.55
C 0.31 3.25 -0.43
C -0.13 1.31 -1.62
C -2.51 -0.03 0.52
H 0.66 0.67 -1.99
H 3.76 -2.54 -0.33
H -0.71 3.61 -0.29
H -0.26 -3.17 -1.66
H 0.00 0.18 0.16
H -3.17 -1.72 -0.59
H 1.40 -1.42 1.25
H 0.17 -1.48 -1.58
H 1.85 -0.82 -0.37
H -1.62 -3.12 0.20
H -1.71 1.81 1.26
H -2.01 -0.78 -1.50
H 0.95 4.11 -0.32
H -2.32 -0.40 1.52
H 1.59 1.69 0.00
H -1.05 1.20 -2.19
H -0.75 -1.75 0.94
H 3.87 -1.16 0.81
H 3.40 -2.74 1.40
H -2.24 1.95 -0.40
H -3.57 0.23 0.49

---

The following is a quantum chemistry calculation of a 2-piece molecular cluster, C3H7N2O2 overall, from the OMol25 dataset.

Calculated values
Kohn-Sham gap in eV: 11.57
Relative energy (zero: lowest compared OMol25 entry of this formula, charge and spin) in eV: 0.718
Net charge: +1

Atoms and positions in Å:
O 5.03 0.83 0.14
O 3.20 -0.50 -0.30
N -0.44 0.33 -0.44
N 0.65 -1.66 -0.11
C 4.10 0.17 -0.02
C 0.19 -0.34 0.36
C -0.96 1.60 -0.14
H -0.50 2.29 -0.79
H -1.97 1.32 -0.18
H 0.61 -2.38 0.58
H 0.14 -1.68 -0.99
H 1.62 -1.29 -0.24
H -0.51 1.88 0.84
H 0.47 0.09 1.33